# 1
Molecular formula: C12H18HfN8O3S5
Method: DFT, wB97M-V/def2-TZVPD

## Properties
- Highest occupied orbital energy: -12.7 eV
- Net charge: +2
- Orbital gap: 6.897 eV
- Energy above the lowest of the compared OMol25 structures with the same formula, charge and spin: 12.5 kcal per mole
- E_LUMO: -5.8 eV

```
47
C12H18HfN8O3S5 wB97M-V/def2-TZVPD
Hf 0.3002 0.4720 0.3613
N -0.9581 -1.3724 -0.4188
C -0.4460 -2.5893 0.2738
C -0.8692 -3.9212 -0.3540
C -1.3328 -5.0082 0.6169
C -0.2629 -5.5666 1.5470
N -0.0708 -4.7483 2.7556
C 1.0587 -4.6558 3.4627
N 1.0076 -4.1850 4.7099
N 2.2233 -5.0379 2.9528
C 1.0838 -2.4388 0.3724
O 1.7946 -3.3715 0.6559
O 1.4969 -1.2135 0.1552
H -1.9512 -1.2312 -0.2435
H -0.8463 -1.4937 -1.4272
H -0.8092 -2.5256 1.3029
H -0.0348 -4.3159 -0.9384
H -1.6839 -3.7295 -1.0552
H -1.7019 -5.8408 0.0188
H -2.1899 -4.6590 1.2030
H 0.6744 -5.6299 1.0027
H -0.5456 -6.5703 1.8678
H -0.9221 -4.5520 3.2620
H 0.1386 -3.9227 5.1420
H 1.8486 -4.0366 5.2410
H 2.3166 -5.1127 1.9523
H 3.0739 -4.8716 3.4647
S -1.3647 5.2870 4.3516
C -1.3817 3.9779 3.4152
S -1.2091 2.3391 4.0340
C -1.3176 1.5013 2.5012
C -1.4692 2.2867 1.4048
S -1.7439 1.7640 -0.2495
S -1.5688 4.0178 1.6640
S -1.1151 -0.2263 2.4602
O 1.5794 1.0357 2.2550
C 1.4883 0.1753 3.0179
N 3.7535 5.0236 -3.2090
C 2.8138 4.4253 -2.4968
N 1.7052 5.0748 -2.1612
N 3.0634 3.1458 -2.1508
C 2.2802 2.4655 -1.4353
N 1.5945 1.7645 -0.7894
H 3.6652 5.9705 -3.5382
H 4.5882 4.5103 -3.4428
H 1.5601 6.0328 -2.4367
H 0.9646 4.6285 -1.6458
```

# 2
Molecular formula: C12H18N4O5
Method: DFT, wB97M-V/def2-TZVPD

## Properties
- Highest occupied orbital energy: -9.7 eV
- Orbital gap: 9.421 eV
- SMILES: [H]/N=C(/N)NCCCCOC(=O)O.O=[N+]([O-])c1ccccc1
- Energy above the lowest of the compared OMol25 structures with the same formula, charge and spin: 100.4 kcal per mole
- E_LUMO: -0.2 eV

```
39
C12H18N4O5 wB97M-V/def2-TZVPD
H -0.5609 2.4404 -0.1513
N -1.1928 1.6482 -0.0475
C -0.5241 0.6718 0.4111
N -1.2122 -0.5504 0.7091
N 0.8927 0.7415 0.6294
C 1.3689 0.4010 1.9784
C 2.0944 1.5831 2.6670
C 3.5880 1.3333 2.9576
C 4.4852 2.5065 2.6152
O 4.7016 2.4886 1.1867
C 5.6067 3.3786 0.7419
O 6.1074 4.2576 1.3847
O 5.8639 3.1787 -0.5586
H -1.5053 -0.5263 1.6830
H -0.5564 -1.3252 0.6551
H 1.3964 0.2425 -0.0906
H 0.5241 0.0894 2.5957
H 2.0467 -0.4560 1.9246
H 1.5896 1.7811 3.6153
H 1.9780 2.4477 2.0110
H 3.9490 0.4511 2.4208
H 3.7288 1.1229 4.0223
H 4.0280 3.4608 2.8888
H 5.4513 2.4353 3.1199
H 5.2801 2.4920 -0.9052
O -4.8791 -4.9527 -4.6159
N -4.5545 -4.7784 -3.4593
O -4.3924 -5.6660 -2.6465
C -4.3433 -3.3922 -3.0087
C -4.5464 -2.3602 -3.9056
C -4.3500 -1.0581 -3.4734
C -3.9579 -0.8077 -2.1647
C -3.7595 -1.8606 -1.2814
C -3.9516 -3.1668 -1.7017
H -4.8491 -2.5703 -4.9202
H -4.5027 -0.2377 -4.1610
H -3.7993 0.2088 -1.8290
H -3.4433 -1.6560 -0.2693
H -3.7994 -3.9962 -1.0278
```

# 3
Molecular formula: C12H18N6OsSe2
Method: DFT, wB97M-V/def2-TZVPD

## Properties
- ⟨S²⟩: 6.023
- Highest occupied orbital energy (alpha / beta): -22.1 / -22.1 eV
- Net charge: +4
- Orbital gap (alpha / beta): 8.674 / 6.683 eV
- Energy above the lowest of the compared OMol25 structures with the same formula, charge and spin: 0.0 kcal per mole
- E_LUMO (alpha / beta): -13.4 / -15.5 eV
- Spin multiplicity: 5

```
39
C12H18N6OsSe2 wB97M-V/def2-TZVPD
Os -0.2983 -0.2488 0.5777
C 2.2856 6.0012 -3.6448
Se 1.0065 4.8220 -2.8236
C 2.2069 3.7733 -1.6883
C 1.5466 2.8874 -0.6288
Se 0.8513 1.1490 -1.2883
C 2.5293 0.2043 -1.6639
H 3.0944 5.4095 -4.0751
H 2.6646 6.6710 -2.8678
H 1.7423 6.5570 -4.4072
H 2.8212 4.5146 -1.1672
H 2.8785 3.2328 -2.3589
H 0.7048 3.3757 -0.1392
H 2.2924 2.6463 0.1278
H 3.1839 0.2578 -0.7985
H 2.9707 0.6741 -2.5383
H 2.2816 -0.8274 -1.9036
N -0.5340 0.6644 2.8533
C -1.0866 -0.6470 3.1650
N -1.4620 -1.1776 4.2512
C -1.9422 -2.4867 4.0966
N -2.3389 -3.0948 5.1639
N -2.0239 -3.1708 2.8877
C -1.6062 -2.5346 1.8552
N -1.1144 -1.2723 1.9706
C -1.5773 -2.9046 0.4235
C -2.0606 -4.0732 -0.0943
C -2.0595 -4.2512 -1.4864
C -1.5924 -3.2310 -2.2964
C -1.1146 -2.0644 -1.7207
N -1.0714 -1.8899 -0.3854
H 0.2795 0.8818 3.4326
H -1.2154 1.4014 3.0388
H -2.2968 -2.6360 6.0699
H -2.6926 -4.0464 5.1156
H -2.4518 -4.8307 0.5743
H -2.4397 -5.1693 -1.9184
H -1.6003 -3.3210 -3.3748
H -0.7612 -1.2461 -2.3341
```

# 4
Molecular formula: C12H18NO5S2SeW
Method: DFT, wB97M-V/def2-TZVPD

## Properties
- ⟨S²⟩: 3.774
- Highest occupied orbital energy (alpha / beta): -7.0 / -8.0 eV
- Orbital gap (alpha / beta): 6.863 / 6.887 eV
- Energy above the lowest of the compared OMol25 structures with the same formula, charge and spin: 0.0 kcal per mole
- E_LUMO (alpha / beta): -0.1 / -1.1 eV
- Spin multiplicity: 4

```
40
C12H18NO5S2SeW wB97M-V/def2-TZVPD
W 0.4124 0.2150 0.3218
C 3.8126 -0.5654 -2.7110
S 2.8109 0.5868 -1.7876
C 4.1049 1.4368 -0.9015
O 2.2003 -0.3332 -0.7173
H 4.4748 -0.0093 -3.3755
H 3.1230 -1.1728 -3.2968
H 4.3765 -1.1843 -2.0124
H 4.7423 1.9634 -1.6146
H 4.6718 0.7124 -0.3180
H 3.5912 2.1490 -0.2586
C -3.1435 -0.5667 1.9677
N -4.0252 -0.4910 0.8154
C -5.1481 -1.4029 0.9365
C -3.3288 -0.4788 -0.4704
C -2.3597 -1.6168 -0.7554
C -2.7393 -2.9489 -0.6885
C -1.8340 -3.9838 -0.9009
C -0.5163 -3.7057 -1.2241
C -0.1212 -2.3854 -1.3656
C -1.0205 -1.3410 -1.1179
H -3.7391 -0.4764 2.8775
H -2.4332 0.2531 1.9442
H -2.5918 -1.5128 2.0202
H -5.7628 -1.0892 1.7830
H -4.8580 -2.4482 1.1202
H -5.7628 -1.3582 0.0354
H -2.7753 0.4497 -0.5432
H -4.0984 -0.4553 -1.2449
H -3.7695 -3.1990 -0.4737
H -2.1740 -5.0102 -0.8257
H 0.1909 -4.5057 -1.3997
H 0.8810 -2.1443 -1.6767
S 1.1170 -2.0192 2.9369
C 0.8075 -1.0385 1.7838
O 0.1140 4.1169 1.3319
Se -0.3424 3.0330 0.2580
O -0.7051 1.5203 1.2124
O -0.5906 -0.0651 -1.4058
O 1.0834 2.1393 -0.2469
```

# 5
Molecular formula: C12H18NO7P2Pt
Method: DFT, wB97M-V/def2-TZVPD

## Properties
- Highest occupied orbital energy: -5.1 eV
- Net charge: -1
- Orbital gap: 7.741 eV
- Energy above the lowest of the compared OMol25 structures with the same formula, charge and spin: 9.8 kcal per mole
- E_LUMO: 2.6 eV

```
41
C12H18NO7P2Pt wB97M-V/def2-TZVPD
Pt 0.4441 0.3185 -0.0868
O -0.4538 1.0606 -4.2277
P 0.6607 0.4149 -3.2610
O 1.8019 -0.0866 -4.0520
O 0.9193 1.3158 -2.0749
O -0.1598 -0.8744 -2.6257
P -1.5780 -0.8114 -1.8592
O -1.5736 -2.2519 -1.1301
O -2.7047 -0.6941 -2.8114
O -1.4961 0.2388 -0.7377
H -1.3569 0.7895 -3.9962
H -2.0039 -2.8884 -1.7127
C -0.0259 -0.0472 1.8488
C 0.1703 -1.4849 2.2105
C -0.8263 -2.4309 1.9680
C -0.6291 -3.7727 2.2572
C 0.5730 -4.2099 2.8023
C 1.5738 -3.2812 3.0535
C 1.3708 -1.9371 2.7621
H 0.6166 0.5968 2.4496
H -1.0681 0.2509 1.9656
H -1.7531 -2.1031 1.5094
H -1.4185 -4.4863 2.0481
H 0.7261 -5.2593 3.0282
H 2.5185 -3.6036 3.4822
H 2.1612 -1.2164 2.9561
C 5.3482 -0.6391 -1.4253
C 4.1824 -1.4807 -0.8917
C 3.4135 -2.1357 -2.0517
C 4.6659 -2.5327 0.1141
C 3.2298 -0.5946 -0.2154
N 2.4323 0.0846 0.2339
H 6.0515 -1.2999 -1.9366
H 5.8736 -0.1295 -0.6154
H 4.9871 0.1041 -2.1376
H 4.1045 -2.7830 -2.5960
H 3.0027 -1.3908 -2.7370
H 2.5862 -2.7380 -1.6741
H 5.3461 -3.2195 -0.3941
H 3.8254 -3.1020 0.5138
H 5.1971 -2.0687 0.9475
```

# 6
Molecular formula: C12H18O2
Method: DFT, wB97M-V/def2-TZVPD

## Properties
- Highest occupied orbital energy: -9.0 eV
- Orbital gap: 9.789 eV
- SMILES: C=C1[C@@H](O)C[C@H]2C[C@@H]3CCC[C@@H]3[C@@]12O
- Energy above the lowest of the compared OMol25 structures with the same formula, charge and spin: 43.6 kcal per mole
- E_LUMO: 0.8 eV

```
32
C12H18O2 wB97M-V/def2-TZVPD
C -2.1426 -2.2367 0.4945
C -1.8011 -0.9996 0.1226
C -2.6970 0.1863 0.0198
O -3.6769 0.2439 1.0361
C -1.7406 1.3225 -0.1604
C -0.7265 0.8031 -1.0836
C 0.6731 1.5481 -1.0957
C 1.2868 1.1868 0.2679
C 2.8109 0.8092 0.1585
C 2.7813 -0.6996 -0.0206
C 1.7306 -1.0967 0.9412
C 0.5902 -0.0438 0.7511
C -0.3340 -0.5280 -0.3347
O 0.2512 -1.5527 -1.1699
H -1.4898 -3.0811 0.3713
H -3.1306 -2.2978 0.9103
H -3.3312 0.1276 -0.8268
H -3.2806 0.4273 2.0047
H -2.1598 2.3138 -0.6163
H -1.2277 1.5389 0.8325
H -1.1358 0.5990 -2.0433
H 0.6626 2.5798 -1.3328
H 1.2875 0.9484 -1.8662
H 1.1148 1.9798 0.9490
H 3.1240 1.1958 1.1187
H 3.3706 1.3504 -0.6568
H 2.4090 -0.9454 -1.0701
H 3.8531 -0.9604 0.0690
H 1.3402 -2.1107 0.6011
H 1.8777 -1.0745 2.0317
H 0.0133 0.0228 1.6276
H -0.3028 -1.5563 -2.0305
```